1.
Below is a 10-piece molecular cluster, C23H66O16S10 overall in a non-equilibrium geometry, with properties calculated with ωB97M-V/def2-TZVPD.

Each line ends with the Mulliken charge.
Positions of all 115 atoms, in Å:
S 4.476 -1.997 1.563  0.2363
S -0.401 3.397 2.940  0.7351
S 0.154 -4.964 -4.252  0.5054
S -0.085 3.366 -3.921  1.1492
S -3.072 2.437 -0.663  0.4242
S -0.105 -0.536 -1.057  0.3315
S 5.354 -0.045 -4.017  0.5347
S -6.624 0.656 3.277  1.1929
S 4.452 2.975 -0.603  0.2069
S -1.842 -4.077 2.720  1.0641
O 0.324 -6.017 -5.340  -0.6556
O -6.411 -0.590 2.489  -0.6032
O -2.784 -3.021 3.168  -0.4902
O -0.349 1.926 3.315  -0.5619
O -0.514 1.858 -4.478  -0.2932
O -7.522 1.735 2.882  -0.6138
O -1.333 4.140 -3.894  -0.6512
O -5.143 1.362 3.524  -0.3067
O -0.281 -3.487 2.850  -0.1050
O -2.038 1.758 0.186  -0.3529
O -1.970 -4.815 1.469  -0.5921
O 6.160 -1.039 -4.902  -0.7046
O 3.577 3.168 -1.825  -0.4832
O 0.848 -1.264 -1.980  -0.4409
O 3.627 -0.722 1.717  -0.5138
O 1.107 3.865 -4.604  -0.5886
C 0.427 1.293 -5.404  0.4612
C -0.887 -1.829 -0.002  -0.8599
C -4.612 2.360 0.333  -0.6321
C 3.589 -0.632 -4.187  -0.5728
C 0.144 -2.947 4.072  -0.5489
C -3.059 0.278 2.715  0.5053
C -1.343 -3.955 -4.713  -0.7385
C 0.695 -1.600 3.665  0.2912
C 4.316 -2.465 -0.254  -0.6658
C 1.511 -3.765 -4.504  -0.4089
C 3.482 2.761 0.933  -0.3409
C 5.145 1.614 -4.888  -0.8410
C -0.066 -0.146 -5.628  -1.2287
C -3.989 0.540 3.955  -0.6644
C -2.049 4.107 3.269  -0.9286
C 5.077 1.224 -0.667  -0.6688
C -6.966 0.164 5.010  -0.9069
C 3.373 -3.339 2.204  -0.7698
C 0.951 0.360 0.179  0.4744
C 0.440 4.317 4.282  -1.2205
C 0.329 2.902 -2.112  0.3822
C -1.665 -5.463 4.017  -1.0640
C -2.869 4.263 -0.618  -0.8426
H 2.422 -4.299 -4.232  0.3813
H 5.093 1.544 -5.975  0.3615
H 1.467 4.014 4.488  0.3882
H 2.928 -0.079 -3.520  -0.0755
H -6.403 -0.766 5.097  0.3107
H -1.719 -5.185 5.070  0.3273
H -0.955 -0.357 -6.222  0.4018
H -3.336 1.004 4.695  0.4142
H 1.716 0.882 -0.397  -0.3601
H 3.256 -2.343 -0.476  0.0585
H -2.725 4.586 0.413  0.1640
H -0.047 4.326 5.257  0.3505
H -0.582 -2.848 4.879  0.4918
H -1.189 -3.598 -5.731  0.2836
H 6.015 2.088 -4.435  0.3618
H -6.441 0.891 5.629  0.2894
H 3.249 -0.644 -5.223  0.4795
H -0.729 -5.977 3.797  0.3357
H -0.046 -0.622 -4.648  0.0821
H -3.632 -0.274 1.970  0.3769
H 2.510 3.210 0.730  0.0687
H 4.289 0.560 -1.021  -0.0715
H -2.229 -0.342 3.054  -0.1860
H 2.349 -3.358 1.831  0.0906
H 0.869 -0.922 4.500  0.4234
H 1.067 2.115 -2.268  -0.3673
H -4.312 2.964 1.189  -0.0469
H -2.286 -4.466 -4.516  0.3656
H 3.776 -4.330 1.994  0.5009
H 4.655 -3.493 -0.384  0.5126
H -2.012 5.195 3.213  0.5091
H 3.285 -3.273 3.288  0.3172
H -0.605 2.592 -1.644  -0.5543
H -2.749 1.262 2.362  -0.5128
H 5.957 1.205 -1.310  0.4800
H 0.546 5.342 3.927  0.4144
H 1.008 -3.510 4.424  0.3165
H -8.048 0.075 5.103  0.4066
H -1.424 -3.069 -4.083  0.1518
H 3.183 1.744 1.186  0.0125
H 0.484 1.819 -6.357  0.3770
H 1.426 1.287 -4.968  -0.1984
H -2.518 3.717 4.172  0.3745
H -2.495 -6.132 3.787  0.4293
H 4.085 3.154 1.751  0.4668
H 0.836 3.646 -1.498  0.5440
H 1.527 -3.496 -5.561  0.3857
H 0.649 -0.838 -6.074  0.4019
H -3.860 4.639 -0.875  0.4564
H -0.267 -2.710 0.166  0.3701
H -5.470 2.880 -0.093  0.5062
H -2.833 3.780 2.587  -0.1541
H 4.967 -1.801 -0.822  0.2407
H -1.746 -2.229 -0.540  0.5830
H 1.487 -2.872 -3.880  -0.1885
H 4.194 2.086 -4.641  0.1817
H 5.392 0.811 0.292  0.4179
H -4.293 -0.449 4.299  0.2671
H 1.384 -0.329 0.904  -0.2494
H -1.149 -1.449 0.986  -0.1999
H 0.389 1.209 0.568  0.2405
H 3.488 -1.628 -3.755  0.2089
H -4.839 1.323 0.577  0.2474
H -2.072 4.555 -1.301  0.2772
H 1.581 -1.678 3.034  -0.4442
H -0.103 -1.252 3.009  -0.4309

Atoms 1-6, force components in eV/Å:
-2.4 0.5 -0.7
0.4 -1.3 0.9
-0.5 -0.7 -0.6
-0.7 0.6 1.5
-0.6 -0.2 -0.5
0.4 -0.2 0.4

Summary:
M = 919.43 Da
LUMO energy = 0.02 eV
Maximum force = 0.069 hartree/bohr

---

2.
Below is a 8-piece molecular cluster, C23H67N11O8 overall in a non-equilibrium geometry, with properties calculated with ωB97M-V/def2-TZVPD.

Each line ends with the Mulliken charge.
Positions of all 109 atoms, in Å:
O 2.631 5.101 9.154  -0.2975
O 6.438 2.125 1.593  -0.6349
O 10.896 4.179 6.758  -0.2625
O 8.652 -4.644 1.184  -0.6163
O 7.011 -1.875 7.944  -0.4026
O 0.183 -0.722 14.635  -0.6470
O 3.542 -6.368 2.865  -0.4003
O 9.221 6.101 18.291  -0.3379
N 2.568 -3.198 4.702  -0.6956
N 7.841 5.367 14.869  -0.6570
N 0.397 -0.721 12.523  -0.3759
N 9.956 -5.752 -0.251  -0.3791
N 6.000 0.558 0.031  -0.3888
N 1.197 6.579 12.146  -0.7117
N 4.635 -1.660 9.212  -0.8165
N 1.790 -1.862 13.599  -0.3966
N 8.112 -6.623 0.510  -0.3847
N 11.777 3.766 4.025  -0.6604
N 5.240 2.634 -0.183  -0.4113
C 0.758 -1.090 13.669  0.6482
C 1.115 -5.076 4.227  -1.1967
C 13.336 5.525 4.207  -1.3019
C 12.544 4.457 5.026  0.2802
C 3.962 -7.266 3.918  -0.8364
C 8.920 -5.584 0.530  0.6605
C 2.656 4.674 12.000  -1.3822
C 11.687 5.175 6.125  -0.6171
C 10.455 5.804 18.895  -0.6924
C 10.207 4.651 7.873  -0.8178
C 6.246 -0.347 10.662  -1.5097
C 6.463 -0.513 8.111  -0.6914
C 3.501 -5.049 3.344  -0.8477
C 9.149 6.234 16.806  -0.7314
C 1.698 5.765 9.935  -0.9126
C 2.552 -4.604 4.473  0.4129
C 5.541 -0.466 9.323  0.5716
C 7.961 -1.949 6.986  -0.7819
C 5.926 1.775 0.555  0.5962
C 1.982 4.402 8.095  -0.7901
C 2.236 5.990 11.330  0.7325
C 8.169 5.184 16.244  0.5275
C 8.700 3.732 16.372  -1.2894
H 5.353 0.378 -0.724  0.1880
H 10.747 -5.124 -0.262  0.2181
H 10.155 6.151 16.396  0.3922
H 12.609 6.031 3.571  0.3420
H 1.340 7.182 12.944  0.2286
H 7.636 -1.507 6.044  0.3274
H 8.272 -2.946 6.673  0.2553
H 3.507 -2.888 4.903  0.2358
H 7.134 0.283 10.614  0.3505
H 3.136 -4.487 2.484  0.3548
H 4.121 -1.554 8.349  0.2583
H 0.761 5.210 9.983  0.4470
H 7.232 -6.488 0.987  0.2037
H 9.619 5.551 7.696  0.3352
H 5.087 2.426 -1.159  0.1876
H 2.830 -5.095 5.406  0.2809
H 5.391 -2.253 8.903  0.4399
H 4.704 -6.920 4.637  0.3490
H 0.600 -4.376 3.570  0.3354
H 1.242 3.669 8.417  0.3601
H 2.314 -2.043 12.754  0.1807
H 7.269 5.388 16.825  0.1975
H 8.739 3.195 17.319  0.2988
H 7.811 6.336 14.586  0.2065
H 2.806 4.667 13.079  0.3285
H 1.771 4.046 11.898  0.3760
H 5.187 3.578 0.175  0.2296
H 6.668 -1.308 10.959  0.3151
H 6.336 -0.230 0.567  0.2332
H 13.171 3.736 5.550  0.2924
H 10.721 5.060 8.743  0.3274
H 8.802 -1.391 7.397  0.2914
H 12.315 5.666 6.868  0.3553
H 6.963 4.934 14.618  0.2223
H 1.428 6.719 9.482  0.3241
H 11.040 5.892 5.621  0.3109
H 13.891 6.307 4.727  0.3511
H 10.059 -6.591 -0.804  0.1515
H 11.353 6.311 18.543  0.3109
H 10.359 6.020 19.959  0.2703
H 10.523 4.719 18.970  0.2663
H 8.432 -7.464 0.051  0.1472
H 11.308 4.369 3.364  0.2350
H 2.308 -2.738 3.841  0.2866
H -0.543 -0.372 12.406  0.2036
H 11.061 3.212 4.471  0.2708
H 4.454 -4.520 3.377  0.5012
H 7.300 0.150 8.331  0.3168
H 14.078 5.009 3.597  0.3176
H 8.094 3.063 15.761  0.3770
H 3.411 4.115 11.447  0.3043
H 1.254 -6.068 3.798  0.3078
H 3.061 6.689 11.192  0.2129
H 5.530 -0.002 11.408  0.3348
H 2.749 3.727 7.714  0.2719
H 3.248 -7.714 4.609  0.3202
H 5.920 -0.092 7.265  0.4331
H 4.337 -8.126 3.363  0.2980
H 1.068 -0.697 11.768  0.1632
H 9.465 3.895 8.130  0.2414
H 4.971 0.462 9.370  0.3105
H 2.250 -2.049 14.478  0.2224
H 0.475 -5.259 5.090  0.2940
H 8.837 7.223 16.470  0.3156
H 9.649 3.760 15.835  0.3233
H 0.701 7.234 11.559  0.2138
H 1.649 5.002 7.249  0.2929

Atoms 1-6, force components in eV/Å:
-0.5 -0.6 -0.8
0.5 -0.1 1.2
0.5 0.3 0.2
-0.3 4.0 2.2
-3.2 1.0 1.5
-1.7 0.4 4.1

Summary:
M = 625.86 Da
SMILES = COC[C@H](C)N.COC[C@H](C)N.COC[C@H](C)N.COC[C@H](C)N.COC[C@H](C)N.NC(N)=O.NC(N)=O.NC(N)=O
LUMO energy = 0.26 eV
Maximum force = 0.160 hartree/bohr

---

Quick rundown of highest occupied orbital energy, same order as above: -8.46; -8.98 eV
Quick rundown of energy above the lowest of the compared OMol25 structures with the same formula, charge and spin, same order as above: 4.156; 5.109 eV